Record 1
Formula: C32H43N7O2S
Source: the OMol25 dataset
Level of theory: ωB97M-V/def2-TZVPD

Geometry as XYZ:
```
85
Properties=species:S:1:pos:R:3:lowdin_charge:R:1
C 2.95 1.31 -0.37 -0.221
C 2.15 2.58 -0.52 -0.228
C 1.52 2.89 0.82 -0.208
S 2.72 2.34 2.04 0.707
O 2.04 1.32 2.81 -0.360
O 3.39 3.40 2.72 -0.291
C 3.81 1.51 0.87 -0.195
H 3.57 1.13 -1.24 0.123
H 2.32 0.42 -0.29 0.094
H 1.47 2.62 -1.38 0.112
H 2.81 3.40 -0.84 0.121
H 0.65 2.24 0.95 0.074
H 1.17 3.91 0.97 0.113
H 4.35 0.65 1.26 0.114
H 4.50 2.31 0.59 0.106
N -0.89 2.26 -4.58 0.017
C -1.99 2.29 -3.77 -0.153
C -2.51 1.03 -3.67 -0.123
C -1.67 0.18 -4.50 -0.098
C -0.65 0.97 -4.94 -0.144
H -0.25 3.02 -4.73 0.145
H -2.31 3.23 -3.34 0.110
H -3.39 0.75 -3.11 0.082
H -1.83 -0.88 -4.57 0.080
H 0.26 0.63 -5.41 0.077
N -2.51 -2.08 -0.79 0.037
C -3.16 -1.88 -1.97 -0.127
C -4.51 -1.80 -1.70 -0.104
C -4.65 -2.09 -0.31 -0.143
C -3.40 -2.24 0.22 -0.145
H -1.53 -1.86 -0.67 0.073
H -2.60 -1.63 -2.84 0.076
H -5.34 -1.60 -2.35 0.091
H -5.58 -2.22 0.23 0.094
H -3.10 -2.37 1.25 0.115
N -0.16 0.50 4.24 0.034
C -1.36 0.09 3.79 -0.177
C -2.00 -0.59 4.81 -0.103
C -1.16 -0.48 5.95 -0.110
C 0.02 0.09 5.54 -0.136
H 0.60 0.87 3.68 0.075
H -1.79 0.21 2.81 0.075
H -2.96 -1.06 4.74 0.085
H -1.36 -0.82 6.95 0.087
H 0.92 0.36 6.07 0.095
N 3.26 -0.39 -6.51 0.006
C 3.85 -1.02 -5.44 -0.140
C 2.91 -1.80 -4.83 -0.110
C 1.70 -1.65 -5.57 -0.117
C 1.95 -0.78 -6.59 -0.165
H 3.70 0.28 -7.11 0.143
H 4.90 -0.85 -5.25 0.105
H 3.10 -2.44 -3.99 0.089
H 0.77 -2.11 -5.27 0.094
H 1.32 -0.37 -7.37 0.111
N -3.75 0.92 0.55 0.047
C -2.92 1.80 -0.11 -0.162
C -2.61 2.81 0.74 -0.113
C -3.18 2.48 2.00 -0.110
C -3.91 1.33 1.83 -0.148
H -4.18 0.15 0.06 0.106
H -2.69 1.58 -1.14 0.082
H -2.02 3.70 0.57 0.090
H -3.06 2.92 2.98 0.099
H -4.60 0.82 2.48 0.118
N -0.38 0.11 0.09 0.034
C -0.11 -0.19 -1.23 -0.141
C 0.53 -1.40 -1.23 -0.120
C 0.55 -1.91 0.10 -0.089
C -0.01 -0.92 0.89 -0.122
H -0.91 0.90 0.42 0.097
H -0.32 0.50 -2.03 0.102
H 1.10 -1.74 -2.08 0.093
H 0.98 -2.81 0.49 0.090
H -0.23 -0.80 1.94 0.089
N 2.54 -3.53 4.67 -0.002
C 2.42 -2.89 3.46 -0.128
C 2.41 -1.54 3.72 -0.116
C 2.73 -1.37 5.09 -0.117
C 2.69 -2.62 5.67 -0.127
H 2.55 -4.53 4.76 0.141
H 2.43 -3.44 2.54 0.096
H 2.40 -0.80 2.94 0.059
H 2.74 -0.42 5.59 0.083
H 2.74 -2.90 6.71 0.105
```

## Properties
E_LUMO: 0.2 eV
spin multiplicity: 1
energy: -2177.03080 hartree
Kohn-Sham gap: 0.280 Ha

---

Record 2
Formula: C32H43N7RbSSb2
Source: the OMol25 dataset
Level of theory: ωB97M-V/def2-TZVPD

Geometry as XYZ:
```
86
Properties=species:S:1:pos:R:3:lowdin_charge:R:1
Rb -0.16 -0.18 0.06 0.565
C -1.63 2.54 -2.87 -0.153
N -1.29 2.37 -1.47 -0.091
C -1.76 3.51 -0.71 -0.146
C -1.56 3.35 0.76 -0.317
N -0.70 2.55 1.35 0.113
C -0.87 2.77 2.72 -0.238
C -0.22 2.19 3.80 -0.053
C -0.60 2.59 5.07 -0.074
C -1.60 3.55 5.26 -0.078
C -2.25 4.15 4.19 -0.012
C -1.87 3.73 2.93 -0.188
N -2.28 4.08 1.65 0.167
C -1.32 1.33 -3.70 -0.315
N -0.90 0.17 -3.29 0.150
C -0.79 -0.61 -4.45 -0.215
C -0.40 -1.93 -4.63 -0.022
C -0.38 -2.45 -5.91 -0.072
C -0.75 -1.66 -7.01 -0.081
C -1.14 -0.35 -6.86 -0.014
C -1.15 0.15 -5.57 -0.189
N -1.48 1.39 -5.05 0.161
H -1.13 3.41 -3.33 0.134
H -2.70 2.72 -2.94 0.133
H -0.28 2.31 -1.39 0.089
H -2.83 3.63 -0.89 0.130
H -1.29 4.46 -1.02 0.138
H 0.55 1.45 3.65 0.078
H -0.12 2.16 5.94 0.111
H -1.87 3.85 6.27 0.107
H -3.02 4.89 4.34 0.114
H -2.98 4.77 1.42 0.166
H -0.11 -2.53 -3.78 0.061
H -0.08 -3.47 -6.07 0.106
H -0.72 -2.10 -8.00 0.107
H -1.41 0.26 -7.71 0.113
H -1.80 2.19 -5.58 0.166
C -0.13 -4.37 -1.96 -0.345
Sb 1.29 -3.26 -0.78 1.218
C 2.07 -1.87 -2.25 -0.343
C 2.95 -4.59 -1.16 -0.334
C 2.94 -5.79 -0.25 -0.295
C 2.11 -6.86 -0.56 -0.064
C 1.97 -7.95 0.29 -0.085
C 2.67 -7.97 1.49 -0.084
C 3.52 -6.92 1.79 -0.055
C 3.69 -5.82 0.94 -0.283
C 4.67 -4.75 1.32 -0.336
Sb 3.79 -2.88 2.06 1.257
C 5.55 -2.39 3.21 -0.349
C 2.76 -3.84 3.68 -0.352
H 0.31 -4.73 -2.90 0.012
H -1.02 -3.78 -2.18 -0.008
H -0.43 -5.23 -1.36 -0.003
H 2.35 -2.41 -3.15 0.017
H 2.96 -1.42 -1.82 0.006
H 1.37 -1.08 -2.53 -0.043
H 3.85 -3.99 -1.07 0.045
H 2.83 -4.88 -2.21 0.068
H 1.55 -6.84 -1.49 0.105
H 1.32 -8.77 0.03 0.103
H 2.58 -8.80 2.17 0.103
H 4.10 -6.95 2.71 0.112
H 5.32 -4.46 0.49 0.058
H 5.30 -5.10 2.14 0.056
H 5.86 -3.26 3.79 0.003
H 5.34 -1.56 3.88 -0.003
H 6.36 -2.10 2.53 -0.002
H 3.48 -4.39 4.29 0.009
H 2.02 -4.54 3.28 -0.001
H 2.25 -3.09 4.29 -0.043
S 0.19 -1.39 3.11 0.540
C -1.47 -1.51 3.41 -0.849
N -2.25 -0.41 3.48 0.023
C -3.64 -0.44 3.92 -0.161
C -4.28 -1.72 3.41 -0.161
C -3.47 -2.90 3.91 -0.158
N -2.06 -2.70 3.58 0.022
H -1.74 0.46 3.54 0.078
H -4.15 0.43 3.51 0.123
H -3.70 -0.39 5.01 0.128
H -4.29 -1.71 2.32 0.122
H -5.31 -1.80 3.76 0.123
H -3.81 -3.82 3.43 0.124
H -3.59 -3.02 4.98 0.125
H -1.44 -3.49 3.53 0.128
```

## Properties
total charge: +1
ΔE to the lowest compared entry with this formula, charge and spin: 0.6909 eV
E_LUMO: -2.2 eV
spin multiplicity: 1
energy: -2531.13442 hartree
Kohn-Sham gap: 0.277 Ha

---

Record 3
Formula: C32H43N9OSTl
Source: the OMol25 dataset
Level of theory: ωB97M-V/def2-TZVPD

Geometry as XYZ:
```
87
Properties=species:S:1:pos:R:3:lowdin_charge:R:1
Tl 0.10 0.09 1.09 0.830
C 0.24 -8.35 -0.63 -0.034
C 0.16 -6.85 -0.73 -0.236
C -0.01 -6.20 -1.97 -0.035
C -0.12 -4.84 -2.04 -0.002
C -0.09 -3.98 -0.86 -0.141
N -0.24 -2.61 -0.84 0.187
C 0.13 -1.92 -1.94 -0.194
C 1.23 -2.28 -2.82 0.009
C 1.59 -1.50 -3.88 -0.022
C 0.97 -0.24 -4.13 -0.180
C 1.22 0.60 -5.35 -0.026
C -0.03 0.23 -3.21 0.032
C -0.54 -0.61 -2.21 -0.143
N -1.78 -0.34 -1.70 -0.071
C -2.47 0.91 -1.92 -0.022
C -3.57 0.91 -1.09 -0.028
C -3.53 -0.35 -0.40 -0.117
N -2.45 -1.04 -0.69 0.081
C 0.01 -4.67 0.41 -0.081
C 0.22 -6.06 0.41 0.025
N -0.23 -4.10 1.63 -0.043
C -0.60 -4.77 2.83 -0.038
C -1.15 -3.88 3.69 -0.024
C -0.89 -2.61 3.09 -0.099
N -0.38 -2.74 1.86 0.060
H 0.90 -8.64 0.20 0.087
H -0.76 -8.84 -0.43 0.114
H 0.51 -8.83 -1.59 0.088
H -0.21 -6.84 -2.89 0.146
H -0.26 -4.34 -2.99 0.113
H 1.72 -3.24 -2.69 0.123
H 2.40 -1.88 -4.48 0.121
H 2.32 0.61 -5.55 0.100
H 0.67 0.14 -6.22 0.113
H 0.80 1.62 -5.27 0.077
H -0.39 1.24 -3.29 0.043
H -2.20 1.62 -2.68 0.097
H -4.26 1.72 -0.83 0.113
H -4.35 -0.75 0.22 0.128
H 0.35 -6.53 1.36 0.110
H -0.77 -5.81 2.85 0.104
H -1.50 -4.12 4.69 0.115
H -1.07 -1.60 3.43 0.077
N 2.26 -0.97 2.33 0.081
C 2.44 -0.57 3.43 -0.266
N 2.86 -0.16 4.61 -0.110
C 1.95 -0.03 5.67 -0.175
C 2.45 0.94 6.75 -0.182
C 3.88 0.81 7.16 -0.208
C 4.77 0.79 5.89 -0.170
C 4.33 -0.21 4.82 -0.128
H 1.71 -1.07 6.03 0.140
H 1.00 0.31 5.27 0.120
H 1.74 0.89 7.58 0.120
H 2.32 1.97 6.33 0.133
H 4.06 -0.08 7.76 0.117
H 4.16 1.63 7.78 0.102
H 5.82 0.64 6.16 0.115
H 4.67 1.79 5.40 0.128
H 4.64 -1.25 5.03 0.130
H 4.84 0.11 3.88 0.133
C -2.77 6.73 -2.83 -0.074
N -2.25 5.37 -2.64 -0.209
C -2.70 4.75 -1.40 -0.110
C -1.04 4.94 -3.24 -0.703
S 0.06 3.92 -2.33 0.591
N -0.75 5.44 -4.47 -0.224
C -1.82 5.51 -5.48 -0.049
C 0.65 5.60 -4.89 -0.072
H -2.65 7.41 -1.95 0.100
H -3.86 6.74 -3.11 0.106
H -2.30 7.30 -3.65 0.073
H -3.79 4.91 -1.25 0.100
H -2.20 5.07 -0.47 0.095
H -2.56 3.71 -1.57 0.010
H -2.73 5.04 -5.11 0.092
H -1.48 5.03 -6.39 0.085
H -2.04 6.55 -5.70 0.081
H 0.69 6.05 -5.92 0.106
H 1.11 4.65 -4.94 0.040
H 1.17 6.30 -4.23 0.091
C -2.11 0.99 3.47 -0.325
O -0.88 0.52 3.04 -0.636
H -2.22 0.81 4.56 0.069
H -2.91 0.61 2.80 0.053
H -2.22 2.13 3.41 0.073
```

## Properties
total charge: +1
ΔE to the lowest compared entry with this formula, charge and spin: 2.8809 eV
E_LUMO (spin up / spin down): -5.2 / -5.2 eV
spin multiplicity: 1
energy: -2383.46123 hartree
Kohn-Sham gap (spin up / spin down): 0.157 / 0.157 Ha

---

Record 4
Formula: C32H43O3P
Source: the OMol25 dataset
Level of theory: ωB97M-V/def2-TZVPD

Geometry as XYZ:
```
79
Properties=species:S:1:pos:R:3:lowdin_charge:R:1
C 3.25 -0.07 1.11 -0.067
C 3.43 1.43 1.38 -0.492
C 4.92 1.82 1.37 -0.089
C 2.66 2.29 0.37 -0.424
P 2.47 4.11 0.72 0.953
C 0.69 4.37 1.24 -0.421
O 0.36 4.33 2.61 -0.149
C 0.26 3.07 3.19 -0.249
O -0.80 2.32 2.65 -0.082
C -0.50 1.05 2.10 -0.191
C -1.08 0.94 0.69 -0.231
O -1.16 -0.40 0.24 -0.068
H 2.35 -0.27 0.52 0.060
H 3.16 -0.64 2.04 0.071
H 4.09 -0.49 0.56 0.076
H 3.06 1.65 2.38 0.100
H 5.43 1.38 0.51 0.079
H 5.43 1.49 2.27 0.081
H 5.05 2.90 1.30 0.058
H 3.21 2.25 -0.58 0.067
H 1.68 1.87 0.16 0.036
H 3.03 4.13 2.02 -0.044
H 0.45 5.38 0.92 0.074
H 0.05 3.69 0.66 0.072
H 1.20 2.51 3.08 0.108
H 0.07 3.25 4.25 0.140
H -0.94 0.26 2.71 0.126
H 0.58 0.89 2.08 0.104
H -2.10 1.33 0.71 0.134
H -0.50 1.54 -0.02 0.083
H -0.27 -0.78 0.25 0.075
C 1.62 -0.26 -4.56 -0.115
C 0.43 -0.95 -4.70 -0.091
C -0.65 -0.65 -3.87 -0.085
C -0.53 0.34 -2.91 -0.091
C 0.67 1.03 -2.78 -0.095
C 1.75 0.73 -3.60 -0.100
H 2.46 -0.50 -5.21 0.103
H 0.33 -1.73 -5.45 0.102
H -1.58 -1.19 -3.98 0.103
H -1.36 0.57 -2.26 0.095
H 0.77 1.82 -2.04 0.082
H 2.68 1.27 -3.50 0.101
C 1.03 -3.23 3.61 -0.092
C 0.17 -2.58 2.75 -0.099
C -1.16 -2.98 2.63 -0.083
C -1.62 -4.05 3.39 -0.094
C -0.75 -4.71 4.26 -0.093
C 0.57 -4.30 4.37 -0.094
H 2.06 -2.92 3.69 0.097
H 0.53 -1.74 2.16 0.071
H -1.82 -2.46 1.96 0.098
H -2.65 -4.37 3.31 0.090
H -1.11 -5.54 4.85 0.100
H 1.24 -4.82 5.04 0.101
C -4.78 -4.51 5.54 -0.100
C -5.75 -5.42 5.94 -0.096
C -7.04 -5.32 5.45 -0.098
C -7.37 -4.32 4.54 -0.097
C -6.40 -3.41 4.14 -0.094
C -5.11 -3.51 4.63 -0.105
H -3.77 -4.58 5.92 0.096
H -5.50 -6.20 6.65 0.100
H -7.80 -6.03 5.77 0.100
H -8.38 -4.24 4.16 0.100
H -6.65 -2.63 3.43 0.101
H -4.35 -2.80 4.32 0.095
C 0.47 2.81 -7.90 -0.092
C 1.65 2.40 -7.30 -0.088
C 2.87 2.80 -7.83 -0.095
C 2.91 3.62 -8.95 -0.100
C 1.73 4.03 -9.55 -0.100
C 0.51 3.63 -9.03 -0.099
H -0.48 2.49 -7.49 0.101
H 1.62 1.76 -6.43 0.077
H 3.79 2.48 -7.36 0.099
H 3.86 3.93 -9.36 0.099
H 1.76 4.67 -10.42 0.099
H -0.41 3.95 -9.49 0.099
```

## Properties
E_LUMO: 0.7 eV
spin multiplicity: 1
energy: -1812.14739 hartree
Kohn-Sham gap: 0.352 Ha

---

Record 5
Formula: C32H44HfN5OSiTe
Source: the OMol25 dataset
Level of theory: ωB97M-V/def2-TZVPD

Geometry as XYZ:
```
85
Properties=species:S:1:pos:R:3:mulliken_spin:R:1
Hf 1.69 -1.07 -1.45 0.000
C -1.40 -2.97 -2.97 0.008
C -0.01 -3.52 -3.16 -0.001
C 0.26 -4.63 -3.91 0.000
C 1.58 -5.07 -4.04 0.000
C 2.61 -4.41 -3.40 0.001
C 2.30 -3.29 -2.64 0.000
N 0.99 -2.87 -2.52 -0.002
N 3.13 -2.47 -1.94 0.003
Si 4.77 -2.60 -1.37 0.001
C 6.16 -2.36 -2.60 0.000
C 4.66 -1.02 -0.27 0.000
C 4.94 -4.18 -0.36 0.000
H -1.98 -3.62 -2.31 0.000
H -1.92 -2.92 -3.92 0.000
H -1.35 -1.98 -2.52 -0.007
H -0.54 -5.15 -4.42 0.000
H 1.80 -5.94 -4.65 0.000
H 3.64 -4.71 -3.50 0.000
H 6.13 -1.37 -3.06 0.000
H 6.15 -3.11 -3.40 0.000
H 7.11 -2.46 -2.08 0.000
H 4.02 -0.26 -0.76 0.000
H 5.63 -0.55 -0.13 0.000
H 4.28 -1.24 0.73 0.000
H 5.13 -5.03 -1.02 0.000
H 4.03 -4.39 0.21 0.000
H 5.77 -4.12 0.34 0.000
C -0.03 1.55 -3.64 0.007
C 0.57 0.68 -2.59 0.020
O 1.86 0.29 -2.80 0.009
N 0.02 0.20 -1.51 0.096
Te -1.73 2.05 -0.65 0.887
C -3.64 2.10 0.30 -0.003
C -4.02 3.18 1.10 -0.054
C -3.11 4.36 1.35 0.057
C -5.29 3.16 1.66 0.003
C -6.18 2.12 1.44 0.010
C -7.55 2.12 2.05 0.000
C -5.78 1.06 0.62 0.005
C -4.52 1.04 0.04 -0.091
C -4.12 -0.11 -0.86 0.056
C -0.52 2.23 1.08 0.137
C -0.76 1.45 2.23 -0.116
C -1.81 0.38 2.30 0.019
C 0.03 1.68 3.35 -0.012
C 1.06 2.61 3.35 0.014
C 1.90 2.85 4.57 -0.001
C 1.31 3.33 2.18 -0.002
C 0.52 3.17 1.05 -0.049
C 0.79 4.02 -0.17 0.024
H 0.49 1.40 -4.58 -0.001
H 0.08 2.60 -3.36 0.001
H -1.09 1.34 -3.74 0.002
H -2.56 4.62 0.45 -0.010
H -2.40 4.14 2.15 -0.004
H -3.69 5.23 1.66 0.003
H -5.60 4.00 2.27 0.003
H -7.72 3.01 2.64 0.000
H -7.69 1.25 2.69 0.001
H -8.32 2.07 1.27 0.001
H -6.47 0.25 0.42 -0.001
H -4.87 -0.90 -0.84 0.005
H -3.16 -0.54 -0.55 -0.013
H -4.02 0.24 -1.89 0.003
H -1.89 -0.16 1.35 -0.016
H -2.79 0.80 2.52 0.004
H -1.57 -0.33 3.09 0.000
H -0.18 1.12 4.25 0.001
H 1.66 2.15 5.37 0.000
H 1.73 3.86 4.95 0.002
H 2.96 2.76 4.34 0.002
H 2.11 4.06 2.17 0.001
H 1.57 4.75 0.04 0.001
H -0.10 4.57 -0.46 -0.004
H 1.11 3.40 -1.01 -0.005
N 1.39 -2.58 1.54 0.000
C 1.47 -2.26 2.84 0.000
C 1.65 -0.89 2.92 0.001
C 1.67 -0.46 1.60 0.003
N 1.50 -1.49 0.76 0.006
H 1.25 -3.49 1.14 0.000
H 1.38 -3.00 3.61 0.000
H 1.75 -0.29 3.80 0.000
H 1.78 0.56 1.23 -0.002
```

## Properties
total charge: +2
ΔE to the lowest compared entry with this formula, charge and spin: 0.0000 eV
E_LUMO (spin up / spin down): -5.4 / -7.0 eV
spin multiplicity: 2
energy: -2199.95514 hartree
Kohn-Sham gap (spin up / spin down): 0.286 / 0.235 Ha